15
Properties=species:S:1:pos:R:3:mulliken_charge:R:1 method="wB97M-V/def2-TZVPD" spin_multiplicity=1 gap_ev=10.08 homo_energy_ev=-9.77 relative_energy_kcal_mol=19.63 e_lumo_ev=0.314
C 2.11800 0.30221 -0.04247 -0.31
C 3.13878 -0.30086 0.54142 -0.50
H 1.13377 -0.10675 0.13693 0.10
H 2.20194 1.19064 -0.64416 0.26
H 3.00191 -1.22375 1.09887 0.21
H 4.16266 0.04009 0.47500 0.25
H -2.46869 -1.45250 0.41133 0.31
H -2.37206 -1.70199 -1.09620 0.30
O -2.32483 -1.00260 -0.43479 -0.66
H -2.16979 1.74002 -2.33875 0.32
H -1.81432 0.36589 -1.81025 0.36
O -1.48790 1.05972 -2.40526 -0.63
H -1.40457 0.17894 2.71187 0.29
H -1.04775 0.65121 1.29983 0.32
O -0.66716 0.25972 2.09661 -0.63